# 1
The following is a quantum chemistry calculation of a cluster of 5 separate species, C18H40BIN6O11S in total, from OMol25.

```
! RIJCOSX wB97M-V def2-TZVPD def2/J DEFGRID3
* xyz 0 1
H -1.86 -1.66 0.43
S -3.41 2.04 -1.73
O -4.50 2.92 -1.84
N -1.70 -6.50 -2.02
H 1.19 3.68 0.05
H 5.75 6.43 1.48
H 2.08 -3.79 -5.57
H -0.50 1.08 5.40
H -2.78 -8.01 -3.00
H 0.99 2.81 1.44
H 0.37 -3.72 -5.13
H 5.13 4.46 0.85
O -1.50 4.70 0.95
O 1.86 -3.86 -2.82
H 2.07 -1.89 -2.37
H -1.02 1.11 7.09
H -2.31 -6.55 -0.07
O -0.43 -5.80 -0.28
H 0.69 0.84 6.70
C -0.87 -0.18 -0.87
C 5.05 7.01 0.89
H 1.79 -0.21 -3.69
C 1.24 -3.11 -5.40
C -0.33 0.64 6.39
N -0.55 -0.79 6.35
C 0.53 -1.69 6.70
H 2.27 -0.51 -5.37
C -0.46 1.23 -0.43
O -2.71 -0.53 5.69
C -2.95 -7.06 -2.48
H 0.24 -6.74 -2.79
C 0.17 -2.35 0.01
N 1.55 -2.18 -4.33
H -3.45 -6.38 -3.17
H -0.42 -5.12 -2.95
H -1.78 -0.19 -1.45
C -0.87 -1.25 0.25
H -1.03 -6.42 -4.00
H -0.17 -3.03 -0.77
C 4.34 4.79 0.16
H 1.10 -1.87 -0.27
H -3.61 -7.25 -1.63
H -1.44 4.88 1.89
H 0.86 -1.51 7.73
O -5.34 3.81 1.70
N -4.64 2.90 1.81
I -2.57 0.76 2.50
C -1.77 -1.24 5.99
N 4.21 6.13 0.11
H 0.32 -2.88 0.95
O -3.13 1.19 -2.82
O 3.66 4.01 -0.48
H -0.08 -0.50 -1.56
C -2.80 1.81 0.64
O -3.56 1.16 -0.36
B -0.78 3.58 0.67
C -0.67 -6.18 -3.00
H -1.84 -2.34 5.99
H 1.38 -1.55 6.03
H 0.00 1.71 -1.30
C -1.46 -6.27 -0.72
H -0.58 -0.74 1.17
H 2.20 6.33 -0.46
C 1.84 -2.68 -3.11
O -2.05 2.77 -1.31
C 1.54 -0.76 -4.59
O -3.55 3.01 0.90
H 0.19 -2.72 6.62
H 3.21 7.78 -0.68
H 0.32 1.13 0.32
N 0.66 3.62 0.92
H 3.36 6.40 -1.79
H 5.61 7.68 0.24
H 0.55 -0.44 -4.93
H 4.44 7.62 1.57
C -1.52 2.27 0.00
H 1.03 -2.56 -6.31
C 3.19 6.70 -0.75
*
```

Orbital gap, eV: 9.11
SMILES: CCCC[C@@]1(B(N)O)OS(=O)(=O)O[C@]1(I)ON=O.CN(C)C=O.CN(C)C=O.CN(C)C=O.CN(C)C=O
HOMO level, hartree: -0.3308

=====

# 2
The following is a quantum chemistry calculation of a cluster of 6 separate species, C6H24O9 in total, from OMol25.

```
! RIJCOSX wB97M-V def2-TZVPD def2/J DEFGRID3
* xyz 0 1
H 7.27 11.34 7.53
C 6.60 13.50 7.60
C 9.31 9.88 6.04
O 5.60 9.20 9.50
O 5.72 14.25 8.42
H 8.10 9.04 3.77
H 8.58 6.40 10.23
H 8.56 7.92 5.63
C 8.19 8.96 5.65
O 7.55 9.45 4.48
H 10.75 11.52 8.50
H 10.00 9.91 5.18
H 7.25 5.27 13.56
H 9.01 10.90 6.23
H 9.61 9.65 7.96
H 7.50 9.04 6.51
O 5.23 11.60 8.06
C 7.32 5.22 11.57
O 10.16 12.27 8.68
H 4.91 13.72 8.57
C 6.65 12.02 8.10
H 7.64 10.11 9.24
O 6.69 5.48 12.82
H 6.79 7.61 12.10
O 10.06 9.38 7.14
C 8.08 6.50 11.18
H 6.22 13.54 6.57
O 7.09 7.55 11.17
H 8.39 9.35 10.37
H 7.57 13.99 7.64
H 5.00 11.24 8.88
H 9.51 11.93 9.28
H 6.53 5.04 10.81
H 5.10 8.74 8.82
H 6.96 12.05 9.15
H 5.98 8.51 10.04
H 8.78 6.74 11.97
O 8.49 10.01 9.66
H 8.03 4.36 11.66
*
```

Orbital gap, eV: 9.99
SMILES: OCCO.OCCO.OCCO.O.O.O
HOMO level, hartree: -0.3618
Energy above the lowest of the compared OMol25 structures with the same formula, charge and spin, kJ/mol: 101.5

=====

# 3
The following is a quantum chemistry calculation of a structure of composition C4H5NO, from OMol25.

```
! RIJCOSX wB97M-V def2-TZVPD def2/J DEFGRID3
* xyz 0 1
H -0.02 1.76 -0.23
C -0.92 -0.21 0.10
C 1.00 -0.22 0.07
O 0.01 -1.23 0.03
H 2.85 0.73 0.17
H -3.03 -0.97 -0.03
C 2.30 -0.10 -0.01
N -0.02 0.80 0.27
H 2.98 -0.90 -0.19
C -2.25 -0.26 -0.04
H -2.90 0.60 -0.14
*
```

Orbital gap, eV: 9.06
HOMO level, hartree: -0.2996
Energy above the lowest of the compared OMol25 structures with the same formula, charge and spin, kJ/mol: 292.1

=====

# 4
The following is a quantum chemistry calculation of an isolated molecule of C5H7NO, from OMol25.

```
! RIJCOSX wB97M-V def2-TZVPD def2/J DEFGRID3
* xyz 0 1
H 2.25 -0.04 -1.50
H 1.47 1.53 -1.22
H 0.59 0.25 -2.06
C 0.52 -1.47 0.06
C -1.69 0.38 0.92
O -2.16 -0.85 1.24
C -0.51 0.79 0.44
H -0.39 1.86 0.25
H -2.46 1.11 1.12
N 0.40 -2.62 0.02
H 1.49 0.16 0.87
C 0.73 -0.01 0.09
H -1.53 -1.55 1.01
C 1.30 0.45 -1.26
*
```

Orbital gap, eV: 10.06
SMILES: C[C@H](C#N)/C=C\O
HOMO level, hartree: -0.3408
Energy above the lowest of the compared OMol25 structures with the same formula, charge and spin, kJ/mol: 106.4